Entry 1:
104
Properties=species:S:1:pos:R:3 method="wB97M-V/def2-TZVPD" gap_ev=3.98 total_charge=+2 energy_ha=-4823.8789 de_lowest_kj_mol=244.2 e_homo_ev=-11.208 spin_multiplicity=1 mol_weight_g_mol=1024.638
Hf -0.1945 -0.5890 1.1550
S -3.7321 -0.8445 7.9308
C -2.8714 -0.4127 6.6306
S -3.3062 -0.8588 5.0073
C -2.0035 0.0182 4.2151
C -1.0849 0.6566 4.9901
S 0.2636 1.5466 4.4471
S -1.3916 0.5055 6.7054
S -2.1130 0.1641 2.4819
C 0.7141 2.2879 1.2436
N 0.1566 2.9396 0.0746
C -1.2082 2.5664 -0.2228
P -1.3621 0.8199 -0.8886
C -3.0850 0.7301 -1.4311
C -4.0935 1.2911 -0.6468
C -5.4125 1.2314 -1.0746
C -5.7284 0.6013 -2.2709
C -4.7283 0.0128 -3.0364
C -3.4072 0.0637 -2.6155
C -0.4153 0.8537 -2.4434
C -0.7413 1.7896 -3.4253
C -0.0034 1.8551 -4.5975
C 1.0548 0.9783 -4.8081
C 1.3495 0.0059 -3.8636
C 0.6125 -0.0554 -2.6886
C 0.5964 4.2710 -0.2683
C 1.1443 5.1328 0.6747
C 1.5737 6.4016 0.2970
C 1.4398 6.8345 -1.0123
C 0.8832 5.9783 -1.9536
C 0.4793 4.7036 -1.5877
P 1.8348 1.0249 0.4184
C 2.6082 -0.0859 1.6669
C 1.8324 -0.7152 2.6646
C 2.3648 -1.7553 3.4340
C 3.6471 -2.2004 3.1935
C 4.4209 -1.5881 2.2051
C 3.9059 -0.5527 1.4405
C 3.1579 2.0995 -0.1763
C 3.9936 2.7081 0.7589
C 4.9365 3.6216 0.3235
C 5.0391 3.9305 -1.0312
C 4.2055 3.3197 -1.9559
C 3.2607 2.3943 -1.5314
H -0.0523 1.8547 1.8911
H 1.3005 2.9517 1.8599
H -1.6271 3.2230 -0.9754
H -1.8373 2.6234 0.6691
H -3.8591 1.7757 0.2965
H -6.1933 1.6756 -0.4690
H -6.7586 0.5651 -2.6069
H -4.9734 -0.4777 -3.9710
H -2.6331 -0.3982 -3.2149
H -1.5893 2.4520 -3.2846
H -0.2590 2.5866 -5.3544
H 1.6395 1.0445 -5.7180
H 2.1521 -0.7005 -4.0424
H 0.8220 -0.8342 -1.9695
H 1.2233 4.8574 1.7204
H 1.9988 7.0580 1.0467
H 1.7573 7.8311 -1.2949
H 0.7690 6.3003 -2.9824
H 0.0850 4.0345 -2.3413
H 0.9257 -0.1930 3.0825
H 1.7910 -2.1719 4.2534
H 4.0616 -3.0015 3.7939
H 5.4398 -1.9190 2.0353
H 4.5182 -0.0853 0.6773
H 3.9087 2.4751 1.8166
H 5.5914 4.0987 1.0414
H 5.7726 4.6553 -1.3627
H 4.2892 3.5618 -3.0084
H 2.5968 1.9217 -2.2462
C -2.4555 -4.5739 2.0870
C -1.1278 -4.6407 1.3257
C 0.0374 -4.8420 2.3075
P -0.7837 -3.1408 0.3196
C 0.5830 -3.5503 -0.8770
C 0.7665 -5.0403 -1.1715
C 1.9042 -2.9362 -0.3818
C -2.2106 -2.8583 -0.8571
C -3.4950 -2.3328 -0.2049
C -2.5130 -4.0950 -1.7032
H -2.4864 -5.3991 2.8006
H -3.3169 -4.6862 1.4315
H -2.5577 -3.6432 2.6519
H -1.1529 -5.4583 0.6097
H 0.0357 -4.0568 3.0683
H 1.0138 -4.8510 1.8193
H -0.0818 -5.7987 2.8172
H 0.2835 -3.0504 -1.8016
H 1.1839 -5.5723 -0.3132
H 1.4738 -5.1489 -1.9976
H -0.1601 -5.5301 -1.4704
H 2.2107 -3.3719 0.5739
H 1.8457 -1.8474 -0.2499
H 2.7067 -3.1262 -1.1006
H -1.8221 -2.0784 -1.5186
H -3.9804 -3.0958 0.4010
H -4.1994 -2.0390 -0.9874
H -3.3295 -1.4714 0.4289
H -2.7701 -4.9567 -1.0813
H -1.6816 -4.3718 -2.3545
H -3.3731 -3.8811 -2.3421

---

Entry 2:
117
Properties=species:S:1:pos:R:3 method="wB97M-V/def2-TZVPD" gap_ev=6.80 energy_ha=-3624.3904 de_lowest_kj_mol=149.1 e_homo_ev=-7.473 spin_multiplicity=1 mol_weight_g_mol=944.813
Li 2.8828 1.0611 0.6203
Li 0.1718 -0.3749 -3.7767
S 0.3888 0.0821 -0.8247
O -0.3392 -1.1859 -0.7247
O -0.3192 1.1611 -0.0777
O 1.6978 -0.0599 -0.1997
O 0.7158 0.4831 -2.1867
C 5.0368 0.6541 -1.5797
O 3.9478 1.4861 -1.2587
H 4.8908 -0.3189 -1.7847
H 5.6918 0.9831 -0.7037
H 5.2988 1.0131 -2.6477
H 3.2748 1.3941 -1.8807
C 2.1518 4.0431 1.2573
O 1.8228 2.8251 0.6103
H 1.3098 4.6731 1.5383
H 2.7738 4.8101 0.6563
H 2.2628 3.7891 2.1683
H 0.8668 2.6801 0.3243
C -2.9752 2.9371 -1.2127
C -4.2662 3.2201 -1.9137
C -4.2822 4.3711 -2.6647
C -3.1792 5.3081 -2.6757
C -2.0612 5.0881 -1.9417
C -1.8882 3.8441 -1.1687
O -0.7462 3.6131 -0.5217
O -5.4042 4.6961 -3.4037
H -3.0342 1.8701 -0.8897
H -4.9912 2.5501 -1.6017
H -3.1772 6.1931 -3.2757
H -1.1072 5.8461 -1.8227
H -0.5802 2.6731 -0.1487
H -5.2752 5.5451 -3.7447
C -6.0182 -1.7319 -0.3007
C -4.8992 -2.2879 -0.8937
C -3.6102 -1.8409 -0.6697
C -3.5662 -0.6999 0.1033
C -4.6052 -0.0449 0.7393
C -5.8942 -0.6799 0.4873
O -7.0372 -0.2519 1.1553
O -2.6372 -2.2459 -1.4387
H -6.9942 -2.1919 -0.3717
H -5.2722 -3.2749 -1.5587
H -2.5142 -0.1659 0.2583
H -4.5292 0.8101 1.4793
H -6.7672 0.3091 1.8173
H -1.6952 -1.9959 -1.0447
C -0.1522 -5.4049 -5.2297
C 0.2368 -4.0939 -4.8467
C -0.1692 -3.7639 -3.5327
C -0.7772 -4.6509 -2.7107
C -0.9212 -6.0939 -2.9547
C -0.6292 -6.4449 -4.3107
O -0.9992 -7.5859 -4.8497
O 0.2468 -2.5049 -3.0707
H -0.1142 -5.7249 -6.2667
H 0.5178 -3.3509 -5.5947
H -0.8192 -4.4799 -1.7227
H -1.2672 -6.7309 -2.1867
H -0.8462 -7.8499 -5.6957
H 0.0338 -2.1309 -2.0827
C -0.6812 -4.8509 2.7853
C -0.2692 -4.7959 4.0353
C -0.3852 -3.5189 4.7723
C -0.6912 -2.4079 4.0293
C -0.7112 -2.4459 2.6413
C -0.7362 -3.6069 2.0663
O -0.8152 -3.6499 0.7203
O -0.0302 -3.4779 6.0463
H -1.0202 -5.7899 2.3113
H -0.1622 -5.6789 4.4783
H -0.7422 -1.4999 4.6383
H -0.6372 -1.5289 1.9413
H -0.7402 -2.7349 0.2883
H 0.4208 -2.4899 6.2543
C 2.0158 5.0701 -2.3537
C 1.8508 3.7141 -2.6037
C 2.4908 2.9921 -3.6807
C 3.4168 3.6441 -4.5627
C 3.4988 5.0781 -4.4227
C 2.8698 5.8151 -3.3727
O 3.0058 7.1381 -3.2527
O 2.4478 1.6281 -3.7227
H 1.5398 5.6431 -1.6317
H 1.1778 3.1171 -1.8287
H 4.2228 3.0501 -5.1087
H 4.1378 5.5111 -4.9927
H 2.4558 7.5661 -2.6017
H 1.6818 1.3041 -3.0687
C -0.1292 1.9691 4.8553
C -0.3132 1.9211 3.4953
C -1.6992 1.7671 3.0323
C -2.7392 1.7131 3.9303
C -2.4152 1.5621 5.3183
C -1.0942 1.9501 5.7273
O -0.6902 1.9121 6.9933
O -2.0242 1.6731 1.7393
H 0.9458 2.1601 5.1513
H 0.3188 1.8201 2.6853
H -3.8462 1.7381 3.5003
H -3.2012 1.3691 6.0013
H 0.0058 2.6291 7.0983
H -1.1882 1.6151 1.2363
C 2.9698 -2.3049 1.8003
C 3.2088 -2.4499 3.2053
C 4.4868 -2.9599 3.5543
C 5.4728 -3.5399 2.6373
C 5.1708 -3.2719 1.2383
C 3.8968 -2.5459 0.9323
O 3.7918 -2.2289 -0.4477
O 4.6848 -2.9419 4.9213
H 1.9938 -1.7209 1.4493
H 2.3698 -2.1709 3.9373
H 6.2278 -4.0269 3.0513
H 5.9198 -3.5539 0.6273
H 3.0548 -1.6519 -0.2847
H 5.3468 -3.0829 5.5613

---

Entry 3:
114
Properties=species:S:1:pos:R:3 method="wB97M-V/def2-TZVPD" gap_ev="5.50 / 3.99" energy_ha=-4719.2918 de_lowest_kj_mol=0.0 e_homo_ev="-6.481 / -6.481" spin_multiplicity=4 mol_weight_g_mol=941.915
V -0.1004 0.1649 -0.2065
C -3.4472 -3.9143 -0.0548
C -2.1112 -3.8980 -0.7143
C -1.4283 -5.0337 -1.0669
C -0.1629 -4.9135 -1.6930
N 0.3898 -3.7467 -1.8556
N -0.2279 -2.6487 -1.4821
B 0.5623 -1.3465 -1.6593
N 0.2452 -0.7677 -3.0591
N -0.2804 -1.5770 -3.9517
C -0.5176 -1.1743 -5.1701
C -0.2779 0.1660 -5.5540
C 0.2835 1.0244 -4.6478
C 0.5367 2.4676 -4.9217
C 0.6007 0.5056 -3.3571
S 1.3371 1.4403 -2.1704
C -1.0839 -2.1968 -6.1289
C -2.5368 -1.8290 -6.4475
C -1.0464 -3.5795 -5.4784
C -0.2696 -2.2129 -7.4267
N 2.0477 -1.6963 -1.6639
N 2.6551 -1.5392 -2.8313
C 3.9132 -1.8067 -2.9934
C 4.7305 -2.1369 -1.8802
C 4.1271 -2.3507 -0.6778
C 4.8578 -2.7361 0.5605
C 2.6984 -2.2512 -0.5993
S 1.8775 -2.8291 0.7323
C 4.4240 -1.8344 -4.4173
C 5.5546 -0.8227 -4.6231
C 4.9315 -3.2570 -4.6913
C 3.2767 -1.5065 -5.3729
C -1.4786 -2.6468 -0.9803
S -2.2098 -1.1476 -0.7187
C 0.6128 -6.0977 -2.2303
C 0.9529 -7.0703 -1.0949
C -0.2507 -6.8106 -3.2790
C 1.9159 -5.5976 -2.8614
H -3.7923 -4.9304 0.1164
H -4.1735 -3.3800 -0.6669
H -3.3950 -3.3961 0.9032
H -1.8458 -6.0072 -0.8562
H -0.5438 0.5093 -6.5422
H 0.1037 2.7738 -5.8707
H 1.6059 2.6763 -4.9289
H 0.1099 3.0618 -4.1135
H -3.1250 -1.8169 -5.5336
H -2.9584 -2.5697 -7.1223
H -2.5995 -0.8540 -6.9248
H -1.5721 -3.5593 -4.5280
H -0.0201 -3.8857 -5.2916
H -1.5224 -4.3058 -6.1320
H -0.3583 -1.2723 -7.9633
H -0.6390 -3.0018 -8.0771
H 0.7825 -2.3961 -7.2245
H 5.8008 -2.2240 -1.9826
H 5.9348 -2.7110 0.4229
H 4.5494 -3.7375 0.8574
H 4.5755 -2.0706 1.3756
H 6.4145 -1.0470 -3.9968
H 5.2038 0.1797 -4.3880
H 5.8793 -0.8406 -5.6618
H 5.7683 -3.5074 -4.0449
H 5.2617 -3.3459 -5.7232
H 4.1416 -3.9833 -4.5153
H 2.9109 -0.5031 -5.1803
H 2.4519 -2.1957 -5.2211
H 3.6122 -1.5711 -6.4044
H 0.0558 -7.4790 -0.6384
H 1.5332 -6.5686 -0.3242
H 1.5415 -7.8988 -1.4836
H -1.1673 -7.1861 -2.8322
H 0.2935 -7.6529 -3.6980
H -0.5172 -6.1322 -4.0852
H 2.5391 -5.1373 -2.0987
H 1.7083 -4.8473 -3.6194
H 2.4630 -6.4217 -3.3141
O -4.8144 -1.5008 5.8913
C -4.5651 -1.9654 4.7979
O -4.8408 -2.9654 4.1570
C -3.6450 -1.0173 3.8984
C -4.2303 0.0491 3.2392
C -3.4495 0.7671 2.3453
N -2.1860 0.4699 2.1020
C -1.6306 -0.5332 2.7655
C -2.3158 -1.3179 3.6889
C -0.1942 -0.8781 2.4060
O 0.6286 -1.1225 3.2682
O -0.0252 -0.9028 1.1474
H -5.2679 0.2917 3.4058
H -3.8544 1.6092 1.7976
H -1.8100 -2.1305 4.1830
N -0.5891 2.6890 1.3501
C -1.4180 2.5944 0.2543
C -2.5120 3.4697 0.1899
C -3.3525 3.4355 -0.9047
C -3.0466 2.5593 -1.9433
C -1.9676 1.7185 -1.7938
N -1.1817 1.6950 -0.7099
C 0.6685 2.1789 1.5992
C 1.3713 2.6539 2.7117
C 2.6599 2.2160 2.9409
C 3.2253 1.3163 2.0430
C 2.4526 0.8705 0.9919
N 1.1982 1.2741 0.7740
H -0.9548 3.2626 2.0963
H -2.6956 4.1536 1.0032
H -4.2216 4.0724 -0.9522
H -3.6410 2.5309 -2.8419
H -1.7079 1.0259 -2.5827
H 0.9063 3.3607 3.3796
H 3.2047 2.5624 3.8042
H 4.2376 0.9616 2.1682
H 2.8406 0.1491 0.2817

---

Entry 4:
108
Properties=species:S:1:pos:R:3 method="wB97M-V/def2-TZVPD" gap_ev="5.21 / 7.36" total_charge=-1 energy_ha=-4903.4054 de_lowest_kj_mol=0.0 e_homo_ev="-3.125 / -5.277" spin_multiplicity=2 mol_weight_g_mol=996.807
Be 1.4488 0.2826 -0.0217
S 6.3197 -0.2627 -4.7273
C 4.9288 -0.2698 -3.8446
S 4.1879 -1.6949 -3.2192
C 2.7923 -0.9326 -2.4965
C 2.7405 0.4189 -2.5619
S 1.4448 1.3439 -1.8754
S 4.0548 1.1678 -3.4333
S 1.4722 -1.9266 -1.9303
C 4.1715 2.4317 -0.1758
P 3.2018 1.3919 0.9659
C 2.4150 2.6480 2.0032
N 3.2385 3.4988 2.6403
C 2.6174 4.4864 3.3650
C 3.3920 5.4064 4.0847
C 2.8001 6.4171 4.8208
C 1.4108 6.5340 4.8524
C 0.6251 5.6399 4.1475
C 1.2005 4.6059 3.3962
N 0.3894 3.7385 2.7064
C 1.0263 2.7631 2.0348
P -0.0048 1.6256 1.0711
C -0.8750 2.7662 -0.0577
C -1.3688 1.0431 2.2001
C -2.3581 2.1503 2.5781
C -0.7209 0.4998 3.4731
C -2.1337 -0.0489 1.4502
C 4.5419 0.6074 2.0015
C 3.9652 0.3157 3.3883
C 5.7723 1.5039 2.1803
C 4.9757 -0.6622 1.2589
H 4.6748 3.1990 0.4113
H 3.4895 2.9013 -0.8813
H 4.9000 1.8371 -0.7264
H 4.4694 5.2985 4.0415
H 3.4163 7.1187 5.3701
H 0.9460 7.3256 5.4276
H -0.4559 5.7142 4.1547
H -1.2825 3.5880 0.5297
H -1.6682 2.2508 -0.6013
H -0.1661 3.1670 -0.7800
H -1.8491 3.0004 3.0282
H -3.0763 1.7368 3.2936
H -2.9231 2.4975 1.7110
H -0.2450 1.3092 4.0300
H 0.0287 -0.2625 3.2629
H -1.4882 0.0484 4.1091
H -2.6321 0.3612 0.5668
H -2.9093 -0.4608 2.1043
H -1.4954 -0.8672 1.1210
H 3.8985 1.2419 3.9606
H 4.6215 -0.3774 3.9250
H 2.9658 -0.1137 3.3508
H 5.4949 2.4750 2.5883
H 6.3071 1.6499 1.2407
H 6.4580 1.0079 2.8752
H 4.1649 -1.3736 1.1036
H 5.7701 -1.1621 1.8219
H 5.3770 -0.4168 0.2717
C -8.1301 -2.6105 -2.8047
C -6.6768 -2.2283 -2.7135
C -6.0661 -1.4824 -3.7096
C -4.7215 -1.1245 -3.6406
C -4.1247 -0.3267 -4.7678
C -3.9642 -1.5349 -2.5366
Te -1.9049 -1.0259 -2.3914
N 1.3636 -1.4113 -0.2558
C 0.6100 -2.3777 0.3441
O 0.0032 -3.2391 -0.2932
C 0.5531 -2.4736 1.8403
C -0.6081 -2.9859 2.4164
C -0.6847 -3.1714 3.7848
C 0.4106 -2.8769 4.5901
C 1.5783 -2.3998 4.0180
C 1.6451 -2.1965 2.6446
C -1.3860 -2.1673 -4.0963
C -1.8821 -3.4654 -4.1762
C -1.5713 -4.2778 -5.2551
C -0.7440 -3.7939 -6.2579
C -0.2488 -2.5024 -6.1769
C -0.5621 -1.6635 -5.1072
C -0.0113 -0.2666 -5.0703
C -4.5593 -2.3027 -1.5229
C -3.7930 -2.7937 -0.3203
C -5.9077 -2.6288 -1.6290
H -8.6063 -2.1434 -3.6665
H -8.6741 -2.3041 -1.9093
H -8.2450 -3.6922 -2.9021
H -6.6493 -1.1643 -4.5680
H -4.9014 0.0046 -5.4576
H -3.3999 -0.9232 -5.3274
H -3.5899 0.5459 -4.3894
H -1.4399 -3.2348 1.7701
H -1.5965 -3.5512 4.2291
H 0.3529 -3.0275 5.6610
H 2.4375 -2.1809 4.6385
H 2.5487 -1.8354 2.1799
H -2.5141 -3.8450 -3.3822
H -1.9623 -5.2866 -5.3030
H -0.4831 -4.4206 -7.1016
H 0.3940 -2.1235 -6.9636
H 0.4222 0.0045 -6.0334
H 0.7616 -0.1703 -4.3061
H -0.7889 0.4556 -4.8132
H -3.5624 -1.9733 0.3622
H -2.8367 -3.2380 -0.6011
H -4.3812 -3.5305 0.2282
H -6.3661 -3.2215 -0.8431